Entry 1:
A molecular structure, C36H53N4NiOP2 in a non-equilibrium geometry. Source: the OMol25 dataset; level of theory: the ωB97M-V functional and the def2-TZVPD basis.

Values from the calculation:
- Energy relative to the best compared isomer or geometry (same formula, charge and spin): 106.8 kcal per mole
- Lowest unoccupied orbital energy (spin up / spin down): -2.9 / -3.3 eV
- HOMO level (spin up / spin down): -9.707 / -9.650 eV
- E_tot: -3888.4736 Ha
- 2S+1: 3
- Kohn-Sham gap (spin up / spin down): 6.79 / 6.40 eV
- Expectation value of S²: 2.02
- Charge: +1

Positions of all 97 atoms, in Å:
C -1.61434 -1.38243 -1.83907
C 0.64206 -1.62518 -1.45921
C -1.53972 -2.11491 -3.03828
C 0.75006 -2.58254 -2.51235
C -0.35276 -2.80172 -3.32221
H -2.40770 -2.11723 -3.69998
H 1.73167 -2.99634 -2.72740
H -0.25858 -3.43298 -4.22249
N -0.60749 -1.41466 -0.94998
P -2.70191 0.09802 0.23228
P 2.88498 0.07484 0.02068
C -2.73912 -0.39645 -1.56551
H -2.62061 0.53784 -2.13743
H -3.70321 -0.81862 -1.85682
C 1.11090 1.27162 1.78769
O 1.43048 2.34530 2.08910
C 1.81346 -0.68482 -1.34621
H 2.69387 -1.31012 -1.69201
C 4.23363 0.61275 -1.26815
C 3.66216 -0.87118 1.54453
C -3.36107 1.84837 0.21229
C -3.98351 -1.14612 0.85735
C 4.15759 2.14044 -1.17011
H 4.30531 2.49354 -0.14045
H 4.92701 2.59178 -1.80920
H 3.18805 2.51931 -1.51011
C 5.63531 0.09243 -0.94497
H 6.00262 0.33650 0.05814
H 5.69422 -0.99577 -1.09593
H 6.34499 0.53540 -1.66266
C 3.94108 0.11430 -2.69406
H 4.64824 0.56657 -3.39775
H 4.04356 -0.97529 -2.75303
H 2.95082 0.36856 -3.05865
C 4.46140 0.21724 2.31195
H 3.79925 1.05069 2.59501
H 4.88656 -0.20736 3.24217
H 5.29196 0.63326 1.72239
C 2.54965 -1.37839 2.48024
H 1.82020 -0.57296 2.69158
H 2.00477 -2.23034 2.04529
H 2.98902 -1.70460 3.44616
C 4.53924 -2.07235 1.16947
H 5.39568 -1.80561 0.54217
H 4.94632 -2.52747 2.09313
H 3.94729 -2.84002 0.64627
C -4.28578 -0.80412 2.31373
H -4.93509 -1.58849 2.72476
H -3.37425 -0.76946 2.92169
H -4.82004 0.14711 2.42189
C -3.37686 -2.55209 0.77299
H -3.16313 -2.85185 -0.26035
H -2.45617 -2.64869 1.35585
H -4.10506 -3.26363 1.18862
C -5.28874 -1.19757 0.04310
H -5.92900 -1.96092 0.50790
H -5.84884 -0.26040 0.04415
H -5.12917 -1.50900 -0.99466
C -2.56510 2.69357 -0.80950
H -2.79334 2.40838 -1.84507
H -2.86118 3.74868 -0.68163
H -1.47797 2.61137 -0.65607
C -3.14713 2.46041 1.60754
H -2.08031 2.59996 1.82753
H -3.63098 3.44932 1.62997
H -3.58701 1.84904 2.40643
C -4.85129 1.95617 -0.14276
H -5.09020 1.48300 -1.10561
H -5.50180 1.55659 0.64847
H -5.09003 3.02936 -0.23653
Ni -0.57931 0.26431 0.90008
N 0.37167 1.10099 -0.43755
C 1.28967 0.69490 -1.32527
C 1.12580 1.55951 -2.60610
C 1.06255 2.94911 -2.45124
C 0.87016 0.95975 -3.84394
C 0.91651 3.76645 -3.58322
H 1.12054 3.34797 -1.42102
C 0.70647 1.77276 -4.97341
H 0.78816 -0.13359 -3.91979
C 0.75436 3.16131 -4.83948
H 0.96671 4.84931 -3.43973
H 0.57100 1.31245 -5.95740
H 0.71997 3.81174 -5.70611
N -0.39475 -2.65712 2.05282
C -0.76147 -1.80820 3.06237
C -1.07258 -2.31216 4.33467
C -1.40979 -1.44653 5.34359
C -1.42350 -0.07081 5.07568
C -1.08093 0.38330 3.80528
N -0.82262 -0.48018 2.78662
H -0.23116 -2.32363 1.08910
H -0.31710 -3.63850 2.23923
H -0.99969 -3.39519 4.46573
H -1.64625 -1.80828 6.34574
H -1.66260 0.66116 5.83608
H -1.00672 1.44914 3.57099

---

Entry 2:
A molecular structure, C36H53N4OP2Pd in a non-equilibrium geometry. Source: the OMol25 dataset; level of theory: the ωB97M-V functional and the def2-TZVPD basis.

Values from the calculation:
- Lowest unoccupied orbital energy (spin up / spin down): -8.8 / -12.5 eV
- HOMO level (spin up / spin down): -15.103 / -16.338 eV
- E_tot: -2507.3953 Ha
- 2S+1: 5
- Kohn-Sham gap (spin up / spin down): 6.35 / 3.87 eV
- Expectation value of S²: 6.07
- Charge: +3

Positions of all 97 atoms, in Å:
C 1.94447 -0.73122 1.72428
C 1.68117 -1.45456 -0.50405
C 3.10690 -1.49110 1.86468
C 2.79976 -2.28674 -0.38611
C 3.53069 -2.28393 0.79630
H 3.63421 -1.45930 2.81870
H 3.06209 -2.92680 -1.22283
H 4.42170 -2.90648 0.89066
N 1.36969 -0.61970 0.51837
P -0.47512 0.33602 2.62697
P 0.18772 0.21080 -2.24402
C 1.31989 0.01317 2.89315
H 1.48374 -0.54944 3.82470
H 1.83215 0.98108 3.03085
C -2.02952 1.59265 0.16528
O -3.10708 1.98088 0.12502
C 0.80477 -1.42540 -1.68351
H 1.04887 -2.12677 -2.47101
C -1.15336 -0.15842 -3.57052
C 1.72854 0.89037 -3.12004
C -1.26809 -1.24984 3.31717
C -0.84012 1.83386 3.73636
C -2.53816 0.04188 -2.93881
H -2.68892 1.07274 -2.59922
H -3.29415 -0.18068 -3.70688
H -2.71455 -0.63163 -2.09398
C -1.04468 0.82063 -4.74779
H -1.12530 1.86512 -4.42232
H -0.12387 0.68572 -5.32635
H -1.88706 0.62105 -5.42703
C -1.07125 -1.59307 -4.10764
H -1.83847 -1.69031 -4.89078
H -0.11022 -1.83280 -4.57376
H -1.28886 -2.33779 -3.33595
C 1.43466 2.34297 -3.56164
H 0.72657 2.83794 -2.88417
H 2.36932 2.92033 -3.53681
H 1.04434 2.39794 -4.58376
C 2.89612 0.93466 -2.12518
H 2.63808 1.50689 -1.22658
H 3.22867 -0.06522 -1.82772
H 3.74736 1.43573 -2.61071
C 2.11826 -0.01922 -4.31163
H 1.54496 -0.95053 -4.38295
H 2.02260 0.51663 -5.26489
H 3.17372 -0.31196 -4.21462
C -2.35919 2.08679 3.78733
H -2.51882 3.08562 4.22275
H -2.81623 2.08413 2.78756
H -2.88183 1.36576 4.42956
C -0.17810 3.06785 3.10710
H 0.91720 3.00841 3.13126
H -0.49818 3.22192 2.07108
H -0.47647 3.95367 3.68855
C -0.28211 1.66810 5.15924
H -0.23851 2.66702 5.61905
H -0.92821 1.05728 5.79944
H 0.73518 1.25490 5.17561
C -0.75115 -2.48766 2.56545
H -1.10156 -3.38060 3.10267
H -1.16963 -2.52921 1.55598
H 0.34145 -2.52522 2.50573
C -2.79102 -1.17335 3.11311
H -3.03847 -1.04725 2.05006
H -3.22159 -2.12525 3.45824
H -3.25587 -0.36725 3.69191
C -0.94007 -1.45181 4.80577
H 0.13997 -1.46827 4.99865
H -1.42075 -0.70978 5.45105
H -1.33665 -2.43619 5.09405
Pd -0.35618 0.69047 0.21020
N -1.51364 -1.25917 -0.26742
C -0.91344 -2.11478 -0.88765
C -1.11594 -3.55252 -1.14245
C -2.42472 -3.97598 -0.89286
C -0.13676 -4.47013 -1.53923
C -2.78661 -5.30418 -1.11763
H -3.14451 -3.23610 -0.52588
C -0.50302 -5.80609 -1.74464
H 0.89501 -4.14196 -1.66894
C -1.82341 -6.22202 -1.54968
H -3.81801 -5.61311 -0.95466
H 0.25942 -6.51975 -2.05818
H -2.09907 -7.25776 -1.73089
N 2.63176 2.63396 0.94346
C 1.77234 3.53489 0.37963
C 2.12798 4.90218 0.38706
C 1.28581 5.80964 -0.23296
C 0.11770 5.32487 -0.82998
C -0.17482 3.96208 -0.75703
N 0.61356 3.06734 -0.12973
H 2.44785 1.63386 0.93490
H 3.51436 2.95369 1.32187
H 3.06062 5.17622 0.87602
H 1.52385 6.86686 -0.25641
H -0.58360 5.97461 -1.35258
H -1.08816 3.56715 -1.21482

---

Entry 3:
A molecular structure, C36H54BCrF4N9S3. Source: the OMol25 dataset; level of theory: the ωB97M-V functional and the def2-TZVPD basis.

Values from the calculation:
- Lowest unoccupied orbital energy (spin up / spin down): 0.4 / 0.3 eV
- HOMO level (spin up / spin down): -5.904 / -5.880 eV
- E_tot: -4560.2104 Ha
- 2S+1: 5
- Kohn-Sham gap (spin up / spin down): 6.34 / 6.14 eV
- Expectation value of S²: 6.11

Positions of all 108 atoms, in Å:
Cr 0.52225 0.17450 0.11100
C -1.82091 -1.67724 6.41301
C -1.37156 -0.70134 5.32948
C -2.53752 -0.47667 4.36226
C -0.92246 0.59636 6.00002
N -0.23089 -1.29993 4.58453
C 0.27223 -2.57030 4.81700
C 1.24821 -2.79519 3.91438
N 1.35750 -1.67526 3.13073
B 2.22818 -1.47451 1.88070
N 2.35682 -2.73431 1.05789
C 3.37554 -2.77147 0.13538
C 3.32996 -3.18525 -1.13396
N 2.06624 -3.47202 -1.85771
C 1.19610 -3.41424 0.54545
S -0.72742 -3.76806 -0.92678
C 2.15752 -4.90238 -2.56153
C 0.89405 -5.11452 -3.38708
C 2.25758 -5.93954 -1.45586
C 3.38360 -5.00296 -3.46687
N 3.56827 -0.78649 2.20201
C 4.21791 -0.78481 3.41088
C 5.17782 0.15800 3.36365
N 5.13154 0.74658 2.10527
C 4.09755 0.18085 1.41366
S 3.46944 0.55915 -0.12375
C 5.93558 1.95313 1.76691
C 7.25011 1.90168 2.54907
C 5.11570 3.17589 2.17270
C 6.29854 2.02431 0.28449
C 0.44944 -0.75734 3.53846
S 0.24575 0.81025 2.83693
H -2.64610 -1.21457 6.95326
H -1.02874 -1.88550 7.13272
H -2.18433 -2.61568 5.99483
H -3.41030 -0.13707 4.92155
H -2.78966 -1.41062 3.85764
H -2.28081 0.27069 3.61623
H -1.75948 1.01638 6.55894
H -0.58779 1.32516 5.26855
H -0.10891 0.39907 6.69960
H -0.11980 -3.21191 5.58001
H 1.83084 -3.67541 3.71246
H 1.61727 -0.60370 1.36104
H 4.34038 -2.42453 0.48334
H 4.18582 -3.12578 -1.78002
H 0.02921 -5.32396 -2.76272
H 1.05186 -5.98814 -4.02128
H 0.67511 -4.26684 -4.03461
H 1.44071 -5.84942 -0.74508
H 3.19760 -5.85160 -0.91168
H 2.21580 -6.92622 -1.91667
H 3.32674 -4.37063 -4.35020
H 3.43018 -6.03409 -3.82017
H 4.31484 -4.80923 -2.93909
H 3.94590 -1.45786 4.20334
H 5.90235 0.43561 4.10129
H 7.11371 1.99898 3.62469
H 7.87286 2.73696 2.23196
H 7.78747 0.97664 2.34156
H 4.90371 3.16810 3.24311
H 4.16725 3.17807 1.63359
H 5.66065 4.08947 1.93148
H 6.77967 1.10534 -0.04926
H 7.00521 2.84718 0.16158
H 5.43605 2.19605 -0.34490
C -2.33326 2.87418 -2.21019
C -3.01895 2.90894 -0.85498
N -2.70087 1.77148 -0.00084
C -3.16619 1.97470 1.36758
C -2.46410 3.10948 2.09736
C -3.21910 0.53042 -0.55412
C -2.70810 -0.71014 0.16567
N -1.26590 -0.68323 0.24076
C -0.36772 -1.51394 0.44800
C 0.74881 -0.32456 -1.92630
F 0.23567 0.76124 -2.61151
C 1.36362 -1.18949 -2.84446
F 1.44590 -0.65595 -4.11294
C 1.93854 -2.43918 -2.87831
C 1.02808 -3.37850 -0.86680
F 1.24610 -4.73966 1.24676
C -0.27663 -2.96609 0.68730
F -1.01192 -3.34156 1.78627
H -2.43380 3.84474 -2.69899
H -2.75935 2.13334 -2.88588
H -1.27650 2.64235 -2.09725
H -4.11413 3.00479 -0.98369
H -2.69594 3.81018 -0.33334
H -2.96379 1.05788 1.92044
H -4.26298 2.12916 1.39222
H -1.38394 3.01697 1.97658
H -2.68286 3.05356 3.16395
H -2.77885 4.09441 1.75367
H -2.91836 0.45984 -1.60025
H -4.32620 0.50674 -0.53413
H -3.02322 -1.60612 -0.38017
H -3.09780 -0.79342 1.18302
H 2.45210 -2.67320 -3.79438
C 0.76624 5.25032 -1.81719
C 0.89666 4.85906 -0.34727
C 0.78690 3.41763 -0.16516
N 0.69743 2.28235 -0.05639
H 0.82932 6.33314 -1.91050
H -0.18876 4.92162 -2.22271
H 1.56198 4.80317 -2.40919
H 0.11646 5.32098 0.26268
H 1.86038 5.16408 0.06707

---

Entry 4:
A molecular structure, C36H54CoP3Si. Source: the OMol25 dataset; level of theory: the ωB97M-V functional and the def2-TZVPD basis.

Values from the calculation:
- Energy relative to the best compared isomer or geometry (same formula, charge and spin): 0.0 kcal per mole
- Lowest unoccupied orbital energy (spin up / spin down): -3.1 / -2.1 eV
- HOMO level (spin up / spin down): -10.327 / -10.782 eV
- E_tot: -4100.3525 Ha
- 2S+1: 2
- Kohn-Sham gap (spin up / spin down): 7.27 / 8.64 eV
- Expectation value of S²: 0.94
- Charge: +1

Positions of all 95 atoms, in Å:
Co 0.68625 -0.29666 -0.12381
C -1.03342 -3.90173 -1.57336
C -1.57863 -3.33558 -0.26445
C -2.33262 -4.40610 0.53107
P -0.36068 -2.30414 0.69582
C 0.82918 -3.31143 1.70311
C 2.26834 -2.88480 1.35399
C 0.69679 -4.83062 1.59932
C -1.56673 -1.58305 1.87926
C -1.91825 -2.11337 3.11652
C -2.92526 -1.51764 3.87163
C -3.59149 -0.40053 3.38910
C -3.23696 0.13617 2.15484
C -2.22383 -0.44612 1.38928
Si -1.47806 0.31927 -0.15001
C -2.08487 -0.36937 -1.78996
C -3.45021 -0.57282 -2.03710
C -3.89692 -1.03208 -3.26881
C -2.97925 -1.27422 -4.28454
C -1.62476 -1.06600 -4.06272
C -1.16036 -0.63100 -2.81763
P 0.60128 -0.27503 -2.43679
C 1.79506 -1.30766 -3.40778
C 2.03734 -2.69164 -2.78573
C 1.63441 -1.43181 -4.92434
C 0.82073 1.45229 -3.11955
C 0.01147 1.82837 -4.36221
C 2.30294 1.77690 -3.31108
C -1.66307 2.17042 -0.18470
C -2.85908 2.81231 -0.52457
C -2.90431 4.19309 -0.67086
C -1.74424 4.93945 -0.50663
C -0.55086 4.31665 -0.16713
C -0.50491 2.93331 0.02585
P 0.99955 1.99290 0.49413
C 2.41077 3.12276 0.15051
C 3.71345 2.30968 0.15785
C 2.51968 4.31584 1.12137
C 1.02476 1.89705 2.36980
C -0.27632 2.35017 3.02939
C 1.39815 0.47735 2.81487
H -1.84567 -4.38450 -2.12383
H -0.25906 -4.65322 -1.40283
H -0.62661 -3.11890 -2.20799
H -2.29337 -2.55639 -0.52643
H -1.79093 -5.34920 0.53335
H -3.29375 -4.58663 0.04452
H -2.54266 -4.11861 1.56086
H 0.63264 -3.01246 2.73169
H 2.61425 -3.39562 0.44903
H 2.95089 -3.14891 2.16546
H 2.36277 -1.80990 1.18600
H 0.71958 -5.16502 0.56061
H -0.21459 -5.20243 2.06210
H 1.54266 -5.29812 2.11013
H -1.41337 -2.99121 3.50795
H -3.18815 -1.93055 4.83887
H -4.37442 0.06155 3.97985
H -3.73447 1.03559 1.80124
H -4.17662 -0.39112 -1.24571
H -4.95562 -1.19200 -3.44091
H -3.31982 -1.61661 -5.25559
H -0.93323 -1.23284 -4.87481
H 2.69804 -0.72181 -3.22181
H 1.33605 -3.42717 -3.18293
H 1.93853 -2.68216 -1.69760
H 3.04611 -3.03704 -3.03017
H 0.83957 -2.13144 -5.18103
H 2.55829 -1.83396 -5.34924
H 1.43678 -0.47921 -5.41520
H 0.44668 2.06249 -2.29655
H 0.34018 1.27752 -5.24721
H 0.15012 2.89375 -4.57283
H -1.05608 1.65419 -4.22879
H 2.70055 1.28796 -4.20419
H 2.91121 1.46597 -2.45690
H 2.43760 2.85464 -3.44219
H -3.75907 2.22794 -0.70976
H -3.83252 4.68296 -0.93694
H -1.76474 6.01469 -0.64814
H 0.33529 4.92815 -0.06287
H 2.23393 3.48283 -0.86435
H 3.88240 1.86167 1.14346
H 4.56573 2.95969 -0.05393
H 3.70805 1.50638 -0.58138
H 3.30271 4.13226 1.85925
H 1.60296 4.53062 1.66874
H 2.79729 5.22022 0.57598
H 1.82364 2.56800 2.68520
H -1.11192 1.70427 2.75141
H -0.54000 3.37310 2.75636
H -0.16941 2.30507 4.11604
H 0.70590 -0.25774 2.39334
H 1.32471 0.37836 3.90299
H 2.41588 0.20554 2.52049